ORCA calculation (ωB97M-V with the def2-TZVPD basis set) on 5 unconnected molecules or ions with the total composition C34H30INO10PS in a non-equilibrium geometry.

Geometry as XYZ:
```
78
Properties=species:S:1:pos:R:3:forces:R:3
I 0.3402 1.5725 -2.1015 0.67 0.14 -0.21
S 3.1290 1.4427 -4.5610 -0.04 -0.91 1.29
P 1.0395 0.7701 -4.2743 -1.36 0.27 -0.98
O -6.4431 -5.2005 10.3078 -0.01 0.01 -0.02
O 1.0093 1.6691 -7.9018 0.08 0.07 0.17
O -4.0347 -1.5446 2.2229 -0.01 0.01 -0.02
O -5.4369 -1.4121 10.0319 0.10 0.14 -0.08
O -9.6475 -3.4470 14.1410 0.00 -0.01 0.00
O 1.3544 -0.8012 -4.0535 0.39 0.07 0.29
O 2.2430 3.1842 -12.8220 0.02 0.00 0.00
O -2.1704 -2.3644 5.9758 0.00 0.06 0.06
O 3.6260 4.0564 -4.6817 0.10 -0.08 0.25
O 0.5670 1.0737 2.1880 -0.01 0.02 -0.05
N 3.7324 0.4399 -5.6844 0.99 1.22 0.03
C 4.7837 -1.3474 -4.3473 0.13 0.15 0.35
C -2.3417 -0.4981 3.4822 0.04 0.12 -0.09
C 0.2755 2.6296 -9.9231 -0.02 0.00 -0.03
C -2.5016 -1.2943 8.0472 0.00 0.02 0.02
C -1.1845 0.1587 3.4758 -0.04 -0.02 0.00
C -2.9197 -2.1473 6.9070 0.00 -0.10 0.03
C 6.0367 -0.0197 -6.1133 -0.66 -0.19 -0.58
C -5.1071 -2.4838 7.9615 -0.01 0.00 -0.03
C -4.6899 -1.6300 9.1017 0.00 -0.05 0.00
C 1.2892 2.0184 -9.0335 -0.02 -0.03 -0.04
C -1.1269 0.0255 0.9453 -0.04 -0.02 -0.01
C 5.6040 3.4303 -3.4964 -0.23 0.04 -0.12
C -8.3146 -2.9182 12.2730 0.03 -0.04 -0.02
C 2.9739 2.2230 -10.8036 0.03 -0.02 0.07
C 6.9693 3.1778 -3.4583 0.08 0.05 -0.04
C -2.2830 -0.6301 0.9468 0.04 0.01 -0.06
C 2.8851 3.0914 -5.3244 -0.61 0.11 -0.75
C 7.1347 3.7070 -5.7906 0.14 -0.10 0.49
C 1.9583 2.8381 -11.6999 -0.03 0.01 -0.04
C 7.7503 3.3276 -4.5993 -0.56 -0.03 -0.19
C 2.6612 1.8443 -9.5675 0.04 0.02 -0.02
C 4.9991 3.8200 -4.6860 0.76 -0.14 0.22
C -7.7747 -5.7323 12.1771 -0.01 -0.03 0.03
C -3.3224 -1.0537 9.0654 0.04 0.02 -0.01
C 4.7778 -0.2834 -5.3732 -0.27 -0.31 -0.28
C -4.2851 -2.7239 6.9439 -0.04 0.00 0.01
C -8.9133 -3.8468 13.2641 0.00 0.03 0.02
C -7.1783 -4.8007 11.1882 0.01 0.00 0.00
C 0.5844 3.0099 -11.1602 -0.03 -0.01 0.05
C -7.5104 -3.3615 11.3102 -0.12 0.00 -0.02
C 5.7688 3.9636 -5.8269 -0.05 0.05 -0.49
C -0.4874 0.4725 2.2071 0.04 0.01 0.07
C -8.5786 -5.2896 13.1400 0.03 -0.03 -0.03
C -2.9828 -0.9454 2.2205 -0.02 -0.02 0.05
H 1.8249 3.3224 -5.2320 -0.07 0.14 0.16
H 3.7896 -1.7075 -4.1159 -0.12 0.01 0.03
H -4.5677 -3.3440 6.1028 0.03 0.00 -0.01
H 5.2396 -0.9599 -3.4300 0.02 0.10 0.08
H 4.9806 3.3431 -2.6189 0.05 -0.05 0.16
H -2.8652 -0.7382 4.3941 -0.02 -0.05 -0.01
H 7.4267 2.8632 -2.5324 0.02 0.04 0.11
H 6.5216 0.7853 -5.5496 0.20 -0.06 0.10
H -0.7185 2.7463 -9.5107 0.01 -0.02 0.02
H 6.6673 -0.8933 -6.2226 0.24 0.03 0.12
H -6.1066 -2.8963 8.0095 0.01 -0.02 0.04
H -2.7663 -0.9640 0.0369 -0.04 -0.02 0.03
H 3.1018 2.9927 -6.3889 0.20 -0.31 -0.05
H 7.7425 3.7988 -6.6768 -0.08 0.14 -0.18
H 3.3832 1.3932 -8.8967 -0.04 -0.02 0.02
H 3.9681 2.1047 -11.2154 -0.02 0.01 -0.04
H -7.5189 -6.7787 12.0683 0.02 0.01 -0.02
H 5.7769 0.4019 -7.0796 0.15 0.06 -0.15
H -3.0392 -0.4350 9.9072 -0.03 -0.01 0.02
H 8.8127 3.1454 -4.5777 0.10 -0.04 0.07
H -1.5000 -0.8857 7.9997 0.01 -0.02 -0.02
H 0.7533 -1.3221 -4.6025 0.04 -0.12 -0.06
H -0.1399 3.4583 -11.8280 0.03 0.00 -0.03
H 5.3254 4.2880 -6.7590 -0.15 0.01 -0.01
H -0.5910 0.2687 0.0340 -0.11 -0.16 0.23
H -7.0609 -2.7050 10.5774 -0.01 -0.01 0.08
H -9.0251 -5.9494 13.8729 -0.02 0.03 0.02
H -0.7008 0.4912 4.3851 0.02 0.00 -0.01
H 5.4341 -2.1537 -4.6719 -0.01 -0.17 -0.01
H -8.5690 -1.8715 12.3807 -0.02 -0.01 0.02
```
Positions in Å, forces in eV/Å.

Calculated total energy ... -85922.018 eV
Charge ... +1
Highest occupied orbital energy ... -10.909 eV
Frontier orbital gap ... 7.002 eV


ORCA calculation (ωB97M-V with the def2-TZVPD basis set) on a molecular structure, C3H5O4Tl in a non-equilibrium geometry.

Geometry as XYZ:
```
13
Properties=species:S:1:pos:R:3:forces:R:3
Tl 3.2975 0.3568 -0.2573 5.00 2.99 0.38
O 2.2829 -0.7358 -1.4056 -1.98 -2.99 -2.82
O 0.0421 -1.0031 0.5073 0.74 0.12 -0.03
O -0.0349 1.1783 0.6963 0.85 0.18 -0.24
O 1.8662 0.1021 1.1801 -1.67 -0.06 2.05
C -1.3603 0.8399 0.2550 -0.62 0.03 -0.18
C -1.2858 -0.6813 0.0606 -0.51 -0.04 -0.16
C 0.7121 0.0977 0.7711 -2.17 -0.57 1.20
H -2.0700 1.1436 1.0311 0.25 -0.02 -0.18
H -2.0005 -1.2346 0.6772 0.23 0.10 -0.18
H -1.3747 -0.9852 -0.9878 0.00 0.01 0.28
H -1.5581 1.3837 -0.6738 0.01 -0.09 0.28
H 1.4836 -0.4623 -1.8541 -0.13 0.35 -0.40
```
Positions in Å, forces in eV/Å.

2S+1 ... 2
Calculated total energy ... -16065.820 eV
Charge ... +1
Highest occupied orbital energy (spin up / spin down) ... -14.573 / -15.789 eV
⟨S²⟩ ... 0.76
Relative energy (zero: lowest compared OMol25 entry of this formula, charge and spin) ... 1.055 eV
Frontier orbital gap (spin up / spin down) ... 10.548 / 8.365 eV


ORCA calculation (ωB97M-V with the def2-TZVPD basis set) on a molecular structure, C25H33AuBN4O4P.

Geometry as XYZ:
```
69
Properties=species:S:1:pos:R:3:forces:R:3
Au -0.8432 -0.8074 0.8355 0.10 -0.19 -0.10
P -1.6631 0.4646 -0.8317 -0.03 0.02 -0.03
O 1.8383 0.4465 1.3126 0.05 0.05 0.02
O 1.6238 -0.3415 -0.8350 0.02 0.02 0.05
O 1.3072 -3.1699 3.6856 -0.03 0.03 -0.01
O 0.0498 -2.3504 2.0281 -0.06 -0.03 -0.02
N -0.1041 0.0232 3.4090 0.00 0.01 0.01
N -2.9216 -1.4870 1.0383 0.01 0.03 0.13
N 0.5705 -1.1022 3.8770 -0.03 0.01 0.03
N -3.2918 0.0537 -0.6621 -0.01 0.11 0.06
C -1.4463 -1.4352 -4.3923 -0.01 -0.01 0.01
C -0.4142 -0.7568 -5.0261 0.01 0.01 0.00
C -1.0568 4.1270 0.7912 0.02 -0.01 0.01
C -1.2041 0.0119 -2.4898 0.11 0.05 0.00
C 2.8055 2.3552 0.2178 -0.02 0.00 0.02
C -3.7951 -0.8880 0.2256 -0.03 -0.02 -0.06
C -1.7255 4.4469 -1.5040 0.00 0.02 0.01
C 3.5935 0.5653 -1.9277 -0.03 -0.01 -0.01
C 1.4288 -4.4217 2.9593 0.00 0.01 0.00
C -1.7827 3.0756 -1.6856 -0.01 0.01 -0.01
C 4.2428 0.7633 1.5043 0.00 0.01 0.00
C -1.3636 4.9700 -0.2686 -0.01 0.00 -0.02
C -4.6734 -2.8012 1.9738 0.00 0.00 0.00
C 3.0538 0.9026 0.5818 -0.02 -0.04 0.02
C -5.5858 -2.1699 1.1281 0.00 0.01 0.00
C -5.1518 -1.2064 0.2449 0.01 0.00 0.01
C -3.3562 -2.4312 1.8952 0.01 0.01 0.04
C 0.2299 0.3000 -4.3935 0.00 -0.01 -0.01
C -0.1578 0.6861 -3.1233 -0.02 -0.06 -0.04
C -1.8425 -1.0573 -3.1204 0.00 0.02 0.01
C 0.6136 -2.2129 3.1324 0.04 -0.03 0.00
C 3.0643 -0.0527 -0.6530 0.01 0.01 0.02
C -1.4745 2.2252 -0.6198 -0.03 -0.03 -0.05
C -1.1121 2.7540 0.6186 0.03 -0.01 -0.01
C 3.7296 -1.3893 -0.3743 -0.02 -0.01 0.00
B 1.0642 -0.1426 0.3716 -0.05 0.09 -0.09
H 4.3324 -0.2451 1.9022 0.00 0.00 0.00
H 0.4459 -4.8615 2.8160 0.00 0.00 0.00
H -5.8381 -0.7089 -0.4263 0.00 0.00 0.00
H 5.1614 1.0064 0.9683 0.00 0.00 0.00
H -0.1099 -1.0517 -6.0214 0.00 0.00 0.00
H -3.9708 0.5451 -1.2279 0.00 -0.03 -0.02
H 3.5298 -2.0654 -1.2044 0.00 0.00 0.00
H 2.6244 2.9273 1.1277 0.00 0.00 0.00
H 3.6726 2.7827 -0.2845 0.00 0.00 0.01
H -2.5976 -2.8809 2.5220 0.00 -0.01 -0.02
H -0.7732 0.3376 4.1019 0.00 -0.02 0.02
H -2.0526 2.6722 -2.6544 -0.01 0.01 0.02
H -0.7715 4.5425 1.7483 0.00 0.00 0.00
H -1.9447 -2.2555 -4.8900 0.00 0.00 0.00
H -1.9613 5.1084 -2.3263 0.00 0.00 0.00
H 1.9377 2.4635 -0.4358 -0.02 0.00 -0.01
H -2.6487 -1.5858 -2.6276 0.00 -0.01 0.00
H 4.6382 0.8531 -1.8014 0.00 0.00 0.01
H 4.1493 1.4611 2.3360 0.00 0.00 0.00
H -4.9849 -3.5617 2.6738 0.00 0.00 0.00
H -1.3187 6.0422 -0.1324 0.00 0.00 0.00
H 3.5406 -0.1645 -2.7348 0.00 0.00 0.00
H 1.0329 0.8233 -4.8943 0.00 0.01 -0.01
H 3.3437 -1.8423 0.5413 0.00 0.00 0.00
H 3.0251 1.4470 -2.2178 0.01 0.00 0.00
H 2.0433 -5.0491 3.5933 0.00 0.00 0.00
H 1.9113 -4.2456 2.0016 0.00 0.00 0.00
H 1.1074 -1.0798 4.7330 0.01 0.02 -0.01
H -0.8644 2.0920 1.4395 0.00 -0.02 0.02
H 0.5695 0.7530 3.1969 -0.01 0.01 -0.02
H 0.3468 1.5059 -2.6296 0.01 0.00 0.00
H 4.8085 -1.2767 -0.2751 0.00 0.00 -0.01
H -6.6337 -2.4364 1.1590 0.00 0.00 0.00
```
Positions in Å, forces in eV/Å.

Calculated total energy ... -54259.279 eV
Charge ... +2
Highest occupied orbital energy ... -14.624 eV
Relative energy (zero: lowest compared OMol25 entry of this formula, charge and spin) ... 0.000 eV
Frontier orbital gap ... 8.868 eV


Question: Which formula does entry 3 have?
Answer: C25H33AuBN4O4P


Question: What is the calculated total energy in the second record?
Answer: -16065.820 eV